Computed, not measured: a cluster of 2 separate species, CH3PS3 in total in a non-equilibrium geometry, with ωB97M-V with the def2-TZVPD basis set.

XYZ file:
```
8
Properties=species:S:1:pos:R:3:forces:R:3
C 1.133 0.255 -0.174 -1.028 -1.005 0.049
P -1.810 0.193 -0.082 -0.194 0.184 -1.744
S 0.608 1.739 -0.047 0.648 -1.226 -0.088
S 2.537 -0.709 -0.132 -0.657 1.406 0.275
S -0.727 -1.481 -0.226 2.584 0.788 -0.040
H -2.172 0.109 1.221 -1.056 -0.087 1.268
H -2.780 -0.498 -0.831 -0.975 0.446 0.444
H 3.212 0.393 0.271 0.678 -0.505 -0.164
```
Forces are in eV/Å.

Output
Relative energy (zero: lowest compared OMol25 entry of this formula, charge and spin)   44.04 kcal/mol
HOMO-LUMO gap (alpha / beta)   7.807 / 7.808 eV
Energy   -42877.3271 eV

How is the electron density shared among the atoms? According to natural (NBO), the charges in e are: -0.4347 0.2465 0.2143 0.2236 -0.3552 -0.0336 0.0125 0.1266

---

Computed, not measured: an isolated molecule of CH3PS3 in a non-equilibrium geometry, with ωB97M-V with the def2-TZVPD basis set.

XYZ file:
```
8
Properties=species:S:1:pos:R:3:forces:R:3
C -0.956 -1.336 0.166 0.051 1.301 -1.854
P 1.600 -0.148 -0.105 -0.028 0.326 0.237
S -0.321 -0.133 -0.953 0.362 -0.839 0.346
S -2.635 -1.491 0.168 -1.326 -0.639 0.815
S 2.874 -1.572 -0.159 0.346 -0.063 -0.647
H 1.917 1.206 -0.504 0.077 -0.784 0.431
H 1.038 -0.198 1.157 0.164 0.899 0.579
H -2.937 -0.877 -1.002 0.354 -0.201 0.094
```
Forces are in eV/Å.

Output
Spin multiplicity   3
⟨S²⟩   2.01
Relative energy (zero: lowest compared OMol25 entry of this formula, charge and spin)   0.00 kcal/mol
HOMO-LUMO gap (alpha / beta)   7.834 / 6.924 eV
Energy   -42875.9564 eV

How is the electron density shared among the atoms? According to natural (NBO), the charges in e are: -0.3143 0.6697 -0.0384 0.0521 -0.4917 -0.0014 -0.0202 0.1442

---

Computed, not measured: a cluster of 2 separate species, CH3PS4 in total in a non-equilibrium geometry, with ωB97M-V with the def2-TZVPD basis set.

XYZ file:
```
9
Properties=species:S:1:pos:R:3:forces:R:3
S 1.939 3.189 -0.188 -1.704 -1.210 -2.127
P 1.019 1.738 -1.289 1.965 1.931 2.281
S 1.956 0.028 -0.474 0.293 -0.313 -1.245
S 3.426 0.622 0.772 0.441 0.124 0.282
H 3.786 1.754 0.082 -0.165 -0.466 0.244
C -1.038 0.273 0.368 0.121 -0.813 0.567
S -2.112 1.386 0.759 -0.300 0.024 -0.274
H -0.039 0.302 0.794 -0.395 0.035 0.188
H -1.200 -0.643 -0.236 -0.256 0.688 0.083
```
Forces are in eV/Å.

Output
Relative energy (zero: lowest compared OMol25 entry of this formula, charge and spin)   45.57 kcal/mol
HOMO-LUMO gap   6.946 eV
SMILES   S=PSS.C=S
Energy   -53713.9335 eV

natural (NBO) population analysis, charges in e, atoms 1 to 8: -0.4199 0.5153 -0.1668 -0.0834 0.1659 -0.5203 0.1273 0.1875

---

Computed, not measured: the ion CH4 with charge -1, with ωB97M-V with the def2-TZVPD basis set.

XYZ file:
```
5
Properties=species:S:1:pos:R:3:forces:R:3
C -0.002 0.007 -0.009 0.165 -0.300 0.316
H 0.102 -1.028 -0.371 -0.093 0.194 -0.144
H 0.411 0.013 1.014 -0.077 0.190 -0.175
H -1.055 0.303 0.016 -0.093 -0.052 0.015
H 0.544 0.705 -0.650 0.098 -0.032 -0.013
```
Forces are in eV/Å.

Output
Spin multiplicity   2
⟨S²⟩   0.75
Relative energy (zero: lowest compared OMol25 entry of this formula, charge and spin)   0.00 kcal/mol
Charge   -1
HOMO-LUMO gap (alpha / beta)   5.548 / 13.760 eV
Energy   -1100.1008 eV

How is the electron density shared among the atoms? According to natural (NBO), the charges in e are: -1.6872 0.1710 0.1700 0.1730 0.1733

---

Computed, not measured: a cluster of 19 separate species, CH40ClO18S in total in a non-equilibrium geometry, with ωB97M-V with the def2-TZVPD basis set.

XYZ file:
```
61
Properties=species:S:1:pos:R:3:forces:R:3
C -2.375 0.311 2.087 0.541 -0.665 -0.510
S -1.099 0.150 0.829 0.167 0.408 0.105
Cl -1.910 0.840 -0.883 0.062 -0.579 0.406
H -2.352 -0.595 2.645 0.070 -0.886 0.565
H -2.131 1.115 2.734 0.346 1.018 0.358
H -3.331 0.384 1.639 -0.945 0.193 -0.572
H -0.996 -1.198 0.649 -0.482 0.075 -0.281
O -1.454 3.005 -3.564 -0.998 0.890 -0.085
H -1.075 2.424 -2.920 0.558 -0.387 0.136
H -0.822 2.998 -4.282 0.230 -0.155 -0.145
O -3.697 -1.005 4.370 0.156 0.382 -0.142
H -3.197 -0.774 5.160 0.029 -0.194 0.152
H -4.501 -0.479 4.442 -0.199 -0.149 0.044
O -1.613 -3.188 -1.420 0.317 0.211 0.220
H -0.676 -2.946 -1.511 0.025 -0.402 0.133
H -2.089 -2.362 -1.361 -0.397 0.221 -0.263
O -4.938 -3.331 2.934 -0.074 0.070 -0.277
H -4.470 -3.987 2.409 0.049 -0.170 -0.043
H -4.275 -2.675 3.155 0.114 0.012 0.323
O 2.239 0.178 1.451 0.176 -0.188 -0.365
H 1.341 0.507 1.456 -0.106 0.276 0.217
H 2.466 0.137 0.513 0.151 0.278 -0.009
O -0.512 3.666 0.671 0.195 -0.019 0.318
H -0.600 4.357 0.003 0.025 0.054 0.004
H -1.012 2.922 0.341 -0.255 0.095 -0.347
O -1.324 4.374 3.487 0.054 -0.434 0.045
H -2.103 4.932 3.431 -0.054 0.178 0.103
H -1.121 4.126 2.579 0.060 0.214 -0.303
O -2.825 5.610 -4.933 0.253 0.108 0.268
H -2.437 5.005 -4.290 -0.136 -0.236 0.005
H -2.198 5.615 -5.660 -0.021 0.015 -0.202
O 0.573 1.251 -3.529 0.269 -0.380 0.258
H 1.269 1.154 -2.873 0.228 0.123 -0.077
H 0.871 0.709 -4.273 -0.170 -0.012 -0.070
O 1.157 -3.682 -0.717 -0.169 0.100 -0.111
H 1.829 -3.738 -0.027 0.046 0.266 0.035
H 1.401 -4.372 -1.340 0.005 -0.114 -0.047
O 3.380 -2.470 0.896 -0.053 -0.167 -0.462
H 4.311 -2.234 0.800 0.142 -0.127 0.226
H 2.942 -1.624 1.012 -0.087 -0.138 0.444
O -0.618 -1.223 -4.358 0.037 -0.121 0.029
H -0.672 -0.728 -3.540 0.000 0.253 0.093
H -1.415 -1.762 -4.374 -0.037 -0.152 -0.170
O 5.130 -0.568 2.350 -0.084 0.078 -0.173
H 5.703 -0.275 3.061 0.195 -0.062 0.073
H 4.395 0.051 2.373 -0.130 0.041 0.083
O 4.060 -5.403 0.287 -0.167 -0.247 -0.132
H 4.995 -5.183 0.188 -0.030 -0.066 0.037
H 3.635 -4.552 0.405 0.134 0.240 0.276
O -2.324 -4.881 0.984 -0.149 0.310 0.217
H -1.932 -5.728 0.766 0.033 -0.152 0.037
H -2.111 -4.315 0.235 0.095 -0.071 -0.266
O -0.746 7.716 -3.327 0.147 -0.182 0.122
H -0.915 8.400 -3.978 -0.024 0.177 -0.056
H -1.244 6.961 -3.654 -0.230 0.002 -0.090
O 1.328 2.907 4.079 -0.230 -0.255 -0.030
H 0.545 3.470 4.030 -0.044 0.184 0.162
H 1.551 2.723 3.165 0.214 0.119 -0.149
O 6.000 -4.233 -1.209 0.051 0.226 -0.152
H 5.273 -4.485 -1.785 -0.109 -0.115 -0.006
H 6.715 -4.006 -1.808 0.206 0.005 0.040
```
Forces are in eV/Å.

Output
Charge   +1
HOMO-LUMO gap   6.362 eV
Energy   -61890.5557 eV

natural (NBO) population analysis, charges in e, atoms 1 to 8: -0.7480 0.6224 -0.0010 0.3122 0.2863 0.2813 0.2240 -0.9528

---

Computed, not measured: a cluster of 21 separate species, CH40O20S3 in total in a non-equilibrium geometry, with ωB97M-V with the def2-TZVPD basis set.

XYZ file:
```
64
Properties=species:S:1:pos:R:3:forces:R:3
S 1.654 -0.822 -0.467 0.232 -0.520 -0.623
S -0.227 0.445 1.358 0.404 1.087 -0.646
S -0.310 1.026 -1.580 -0.432 -0.117 1.199
C 0.446 0.304 -0.210 -2.016 0.378 0.413
O -3.539 2.020 -1.872 -1.458 0.733 -1.615
H -3.911 2.951 -2.010 0.625 -2.193 0.091
H -3.898 1.425 -2.607 0.746 1.462 1.393
O -1.559 -1.171 4.287 -2.314 -0.388 -0.180
H -1.459 -1.581 3.367 -0.819 0.140 1.142
H -2.535 -1.224 4.551 2.225 0.139 -0.965
O 0.685 4.480 1.968 1.142 1.553 1.496
H 0.793 5.459 1.734 -0.044 -2.176 0.700
H 1.069 4.333 2.892 -0.732 0.665 -2.028
O 0.049 -1.834 -3.044 0.834 -0.903 1.102
H 0.238 -1.418 -2.141 0.166 -0.811 -1.734
H 0.492 -2.743 -3.072 -1.052 1.782 0.258
O 2.239 -2.473 1.829 0.512 -1.062 -0.304
H 2.095 -3.344 1.334 -0.190 1.954 0.695
H 2.036 -1.712 1.194 -0.007 -1.286 0.740
O 3.035 -3.200 -1.683 2.074 0.300 1.193
H 2.718 -2.359 -1.219 0.534 -1.114 -0.937
H 3.983 -3.388 -1.382 -2.189 0.648 -0.506
O 1.181 -4.421 -3.041 1.152 -2.074 -0.244
H 2.040 -4.105 -2.610 -0.938 -0.446 -0.583
H 1.296 -5.393 -3.296 -0.189 2.280 0.669
O -1.329 -2.224 1.736 -1.042 -0.377 -0.772
H -2.141 -2.212 1.132 1.680 0.561 0.912
H -0.850 -1.338 1.638 -0.509 -0.726 -0.508
O 0.542 3.996 -2.106 -1.795 0.700 -0.056
H -0.271 4.598 -2.077 1.607 -1.753 -0.060
H 0.224 3.036 -2.075 0.232 1.585 0.234
O 1.061 -1.544 4.236 -0.892 0.035 -1.284
H 0.196 -1.035 4.105 2.099 -1.239 0.384
H 1.266 -2.043 3.379 -0.298 1.128 1.237
O 4.311 -0.085 0.250 1.023 -1.003 1.294
H 3.344 -0.363 0.140 1.162 0.200 0.493
H 4.732 -0.682 0.949 -1.316 1.267 -1.384
O 0.101 1.731 4.290 0.624 1.068 -1.146
H 0.644 2.543 4.032 -1.198 -2.240 0.164
H -0.041 1.169 3.461 0.623 1.311 1.289
O -4.193 1.590 1.724 -1.575 0.829 1.403
H -3.918 2.264 2.426 -0.684 -1.438 -1.544
H -5.190 1.441 1.804 2.222 0.578 0.116
O -1.674 3.598 0.824 0.651 1.700 -0.371
H -1.657 4.286 0.082 0.400 -1.599 1.764
H -0.842 3.722 1.387 -1.447 -0.076 -1.499
O -2.675 -1.584 -3.198 0.500 -0.158 -1.051
H -2.569 -2.018 -4.106 0.287 1.123 2.271
H -1.758 -1.312 -2.869 -1.056 -0.914 -1.220
O -1.107 1.861 -4.332 -1.200 0.937 0.892
H -0.943 1.371 -3.462 -0.442 0.981 -1.648
H -1.731 2.635 -4.145 1.463 -1.925 0.069
O 0.796 -4.111 0.271 -0.275 0.800 -1.604
H 1.189 -4.029 -0.658 -1.124 0.087 1.895
H 0.201 -3.309 0.434 1.001 -1.337 -0.324
O 2.513 1.435 -2.440 0.711 -0.101 1.262
H 2.969 1.159 -1.580 -1.348 0.555 -1.905
H 1.513 1.387 -2.296 1.648 -0.285 0.031
O -3.347 -1.424 -0.229 -1.920 -0.300 -0.932
H -4.309 -1.625 0.013 2.120 0.594 -0.887
H -3.302 -1.249 -1.224 -0.244 -0.512 1.802
O 3.473 2.592 1.600 -1.372 -0.705 -0.768
H 2.472 2.739 1.572 2.095 -0.678 -0.344
H 3.689 1.782 1.033 -0.676 1.296 1.071
```
Forces are in eV/Å.

Output
Charge   -2
HOMO-LUMO gap   5.799 eV
Energy   -75142.1250 eV

natural (NBO) population analysis, charges in e, atoms 1 to 8: -0.3559 -0.2905 -0.3735 -0.4213 -0.9205 0.4522 0.4716 -1.0060

---

Computed, not measured: an isolated molecule of CH4BCl in a non-equilibrium geometry, with ωB97M-V with the def2-TZVPD basis set.

XYZ file:
```
7
Properties=species:S:1:pos:R:3:forces:R:3
B -0.192 0.817 -0.213 -2.670 -2.367 0.220
C 0.083 -0.642 0.361 -1.401 0.788 -0.171
Cl 1.127 -0.524 -1.042 1.025 0.180 -1.591
H -1.323 0.777 -0.749 1.458 0.637 -0.121
H 0.316 1.668 0.324 0.938 1.499 0.221
H -0.714 -1.343 0.105 0.494 -0.184 0.667
H 0.703 -0.753 1.214 0.156 -0.552 0.775
```
Forces are in eV/Å.

Output
Relative energy (zero: lowest compared OMol25 entry of this formula, charge and spin)   40.45 kcal/mol
HOMO-LUMO gap   11.385 eV
Energy   -14299.2490 eV

How is the electron density shared among the atoms? According to natural (NBO), the charges in e are: 0.1146 -0.6251 0.1273 -0.0297 -0.0451 0.2310 0.2271

---

Computed, not measured: a cluster of 2 separate species, CH4BFO3 in total in a non-equilibrium geometry, with ωB97M-V with the def2-TZVPD basis set.

XYZ file:
```
10
Properties=species:S:1:pos:R:3:forces:R:3
O -2.040 -1.196 0.371 0.606 -0.024 0.468
B -2.272 -0.116 -0.131 -1.119 -0.154 -0.341
O -2.763 0.841 -0.887 -1.551 3.746 0.476
H -3.253 1.738 -0.602 2.023 -3.502 -0.634
O 1.459 -0.725 -1.161 1.495 0.363 -1.169
C 1.114 -0.217 0.047 -1.139 -1.805 1.183
F 0.593 1.065 -0.072 0.415 0.260 0.205
H 2.347 -0.395 -1.414 -0.768 -0.278 0.071
H 0.250 -0.865 0.344 0.841 0.688 0.298
H 1.959 -0.284 0.787 -0.803 0.707 -0.558
```
Forces are in eV/Å.

Output
HOMO-LUMO gap   11.301 eV
SMILES   O=BO.OCF
Energy   -10639.5832 eV

natural (NBO) population analysis, charges in e, atoms 1 to 8: -0.8698 1.2537 -0.9391 0.5568 -0.6936 0.2980 -0.3851 0.4713

---

Computed, not measured: a cluster of 2 separate species, CH4BrClSi in total in a non-equilibrium geometry, with ωB97M-V with the def2-TZVPD basis set.

XYZ file:
```
8
Properties=species:S:1:pos:R:3:forces:R:3
C 0.814 -0.132 -0.309 -1.567 2.937 -4.115
Si -0.848 0.134 0.555 -0.519 -0.571 -3.288
Cl 0.912 -1.707 -1.066 0.051 0.038 0.060
Br 2.349 0.451 0.504 1.473 0.254 1.051
H 0.702 0.986 -1.570 0.062 -2.807 2.954
H -1.934 0.163 -0.534 0.758 0.456 0.561
H -0.877 1.240 1.390 0.064 1.444 1.222
H -1.119 -1.136 1.031 -0.322 -1.752 1.555
```
Forces are in eV/Å.

Output
Relative energy (zero: lowest compared OMol25 entry of this formula, charge and spin)   111.45 kcal/mol
HOMO-LUMO gap   9.524 eV
Energy   -91541.0710 eV

How is the electron density shared among the atoms? According to natural (NBO), the charges in e are: -0.8022 0.9403 0.0243 0.1309 0.1837 -0.1471 -0.1558 -0.1742

---

Computed, not measured: the ion CH4BrN2 with charge +1 in a non-equilibrium geometry, with ωB97M-V with the def2-TZVPD basis set.

XYZ file:
```
8
Properties=species:S:1:pos:R:3:forces:R:3
N 0.599 0.728 0.784 -1.232 -1.072 -2.244
C 0.076 0.216 -0.289 -4.315 -3.204 0.310
N -0.948 -0.827 -0.180 3.754 4.752 -2.723
Br 0.429 0.905 -1.956 0.099 -0.090 0.121
H 0.351 0.303 1.637 0.338 -0.025 1.569
H 1.396 1.206 0.509 2.084 1.659 0.993
H -0.809 -1.359 0.637 -0.329 -1.400 0.648
H -1.093 -1.172 -1.142 -0.399 -0.621 1.326
```
Forces are in eV/Å.

Output
Relative energy (zero: lowest compared OMol25 entry of this formula, charge and spin)   18.26 kcal/mol
Charge   +1
HOMO-LUMO gap   11.527 eV
SMILES   NC(=[NH2+])Br
Energy   -74117.1225 eV

How is the electron density shared among the atoms? According to natural (NBO), the charges in e are: -0.6880 0.4115 -0.7419 0.2812 0.4386 0.4421 0.4158 0.4406